Entry 1:
{"formula": "C8H24MgN2O10S4", "method": "ωB97M-V/def2-TZVPD", "total_charge": 1, "spin_multiplicity": 2, "energy_ev": -80911.1833, "s_squared": 0.76, "orbital_gap_ha": [0.2724, 0.1095], "species": ["S", "S", "S", "S", "Mg", "O", "O", "O", "O", "O", "O", "O", "O", "O", "O", "N", "N", "C", "C", "C", "C", "C", "C", "C", "C", "H", "H", "H", "H", "H", "H", "H", "H", "H", "H", "H", "H", "H", "H", "H", "H", "H", "H", "H", "H", "H", "H", "H", "H"], "xyz": [[9.6590, 29.8245, -6.6657], [14.0109, 27.3333, -4.1195], [13.4812, 31.6685, -2.0499], [10.0868, 32.7178, -3.9662], [12.0606, 30.0603, -4.4418], [11.1065, 29.5597, -6.2116], [13.2802, 30.5096, -3.0670], [10.7972, 29.1884, -3.2354], [14.1232, 32.7058, -6.3738], [10.6272, 28.4541, -1.3390], [13.0295, 28.4740, -4.4062], [11.1119, 31.6157, -4.2463], [9.8915, 27.2396, -2.8996], [15.1290, 30.8684, -6.6548], [13.3805, 30.9138, -5.5878], [10.4538, 28.2617, -2.5229], [14.2102, 31.5447, -6.2366], [15.7056, 28.1775, -4.1543], [9.2294, 32.1328, -2.4344], [14.5086, 32.8892, -2.8814], [9.8395, 29.6612, -8.5588], [13.8193, 26.9996, -2.3041], [8.9127, 28.1713, -6.4554], [14.8127, 30.9433, -0.9922], [11.0455, 34.0908, -3.1679], [9.8634, 32.1692, -1.5485], [10.0359, 30.6694, -8.9235], [11.5780, 33.7445, -2.2821], [8.2404, 32.5905, -2.4118], [15.8418, 28.5557, -5.1675], [14.6582, 26.4515, -1.8751], [13.8363, 27.9083, -1.7024], [15.3277, 32.3623, -3.3707], [9.0327, 27.8609, -5.4174], [11.5990, 34.4790, -4.0229], [15.6695, 29.0065, -3.4475], [8.9619, 29.2402, -9.0494], [14.8930, 31.6115, -0.1348], [9.0099, 31.0832, -2.6299], [14.9513, 33.6804, -2.2764], [10.4032, 34.9001, -2.8204], [15.7856, 30.8441, -1.4735], [13.8762, 33.3709, -3.6272], [16.5103, 27.4872, -3.9014], [7.8508, 28.0128, -6.6435], [14.5096, 30.0020, -0.5337], [12.8855, 26.4454, -2.2090], [9.5618, 27.4930, -7.0092], [10.6440, 28.9823, -8.8417]], "forces_ev_per_a": [[1.085, -2.001, -1.608], [0.245, 1.626, 0.751], [1.098, -2.484, -0.273], [0.519, -0.661, 1.875], [-1.816, -1.875, -0.017], [-1.038, 0.542, -0.317], [1.582, 2.511, 2.472], [-0.233, 1.852, -3.277], [0.059, 2.261, -0.586], [0.540, -0.230, 2.585], [2.054, -3.020, -0.370], [-1.562, 3.247, 0.137], [0.103, -0.240, -1.509], [1.134, -0.881, -0.665], [0.720, 0.084, -1.049], [-1.120, -1.324, 2.495], [-0.713, -0.633, 0.925], [-1.073, -0.345, 0.280], [-0.152, -0.560, -1.247], [0.155, 0.059, -0.641], [-0.321, 0.476, 0.721], [0.522, 0.340, -0.318], [0.391, -0.439, 0.762], [-0.595, 0.750, 0.708], [-0.793, -0.296, -0.727], [-0.179, 0.392, -0.112], [0.010, -0.133, -0.075], [0.329, -0.219, -0.460], [0.295, 0.518, 0.447], [-0.129, -0.130, 0.040], [0.041, -0.550, -0.599], [-0.571, 0.328, -0.515], [-0.070, -0.100, -0.084], [0.273, 0.436, 0.319], [0.588, 0.016, 0.446], [-0.081, -0.059, -0.034], [-0.378, 0.328, 0.418], [0.237, 0.268, -0.045], [0.285, -0.155, -0.123], [-0.307, -0.233, 0.501], [-0.452, -0.190, -0.227], [-0.287, 0.108, -0.339], [0.007, -0.097, -0.061], [-0.219, -0.138, -0.007], [0.092, 0.585, -0.592], [-0.384, -0.056, -0.531], [0.044, 0.146, 0.091], [-0.225, 0.051, -0.270], [0.293, 0.124, 0.704]], "lowdin_charge": [0.963, 1.011, 0.985, 0.993, 0.296, -0.577, -0.570, -0.110, 0.248, 0.011, -0.584, -0.597, 0.023, 0.286, 0.119, -0.612, -0.540, -0.187, -0.187, -0.234, -0.197, -0.196, -0.227, -0.203, -0.222, 0.071, 0.041, 0.032, 0.061, 0.039, 0.060, 0.043, 0.064, 0.041, 0.050, 0.033, 0.054, 0.056, 0.052, 0.077, 0.066, 0.063, 0.035, 0.057, 0.069, 0.058, 0.059, 0.064, 0.060]}

Entry 2:
{"formula": "C3H7OS", "method": "ωB97M-V/def2-TZVPD", "total_charge": -1, "energy_ev": -16107.0854, "orbital_gap_ha": 0.2398, "species": ["S", "O", "C", "C", "C", "H", "H", "H", "H", "H", "H", "H"], "xyz": [[-1.1067, 1.7452, 0.3985], [0.8891, -1.8411, -0.9573], [0.5558, -1.1420, 0.0267], [0.3610, 2.0883, -0.7110], [-0.6582, -1.6225, 0.8170], [0.8370, 1.0912, -1.0423], [1.0524, -0.3162, 0.3483], [-1.6163, -1.1604, 0.4686], [-0.5980, -1.4088, 1.8836], [-0.8452, -2.6991, 0.5774], [-0.0230, 2.6542, -1.6031], [1.1523, 2.6113, -0.2064]], "forces_ev_per_a": [[0.715, 0.212, -0.257], [-0.050, 2.073, 1.931], [-2.534, -5.313, -2.523], [-0.886, -1.574, -0.830], [-0.999, -0.424, -0.723], [-0.735, 1.581, 0.011], [1.647, 2.584, 0.822], [1.099, 0.267, 0.172], [0.095, -0.068, -0.012], [0.637, 0.584, 0.485], [0.753, -0.517, 0.694], [0.256, 0.593, 0.230]], "lowdin_charge": [0.012, -0.041, -0.304, -0.690, -0.124, -0.012, 0.037, 0.047, 0.057, 0.070, -0.013, -0.037]}

Entry 3:
{"formula": "C6H16N2O", "method": "ωB97M-V/def2-TZVPD", "smiles": "C/C=C\\N.CC(C)=O.N", "energy_ev": -11508.0482, "orbital_gap_ha": 0.3242, "species": ["O", "N", "N", "C", "C", "C", "C", "C", "C", "H", "H", "H", "H", "H", "H", "H", "H", "H", "H", "H", "H", "H", "H", "H", "H"], "xyz": [[0.5441, 0.4575, -1.8800], [-1.4139, 1.8185, -0.0948], [1.2159, -0.4455, 0.3004], [0.7613, -0.7830, -1.6648], [2.0491, -1.3947, -2.1787], [-0.3880, -1.7652, -1.5909], [-1.5118, 0.7886, 2.1147], [-1.8084, 0.8520, 0.8106], [-0.6512, 1.7710, 2.8546], [2.8261, -0.6372, -2.2421], [2.3725, -2.1988, -1.5203], [-2.4244, 0.0763, 0.3705], [-1.3043, -1.2674, -1.2819], [-0.1497, -2.5510, -0.8747], [-1.2446, 2.5881, 3.2747], [0.1075, 2.2177, 2.2078], [-1.9352, -0.0198, 2.6945], [-1.0822, 1.4590, -0.9846], [1.3706, 0.5166, -0.1910], [1.8850, -1.7859, -3.1809], [-0.1355, 1.2842, 3.6828], [0.3238, -0.3840, 0.7890], [1.9212, -0.8929, 0.8795], [-0.7834, 2.5152, 0.2758], [-0.5445, -2.2192, -2.5701]], "forces_ev_per_a": [[0.000, -2.012, -0.202], [0.004, 0.281, 0.063], [-0.067, 1.476, -0.846], [-0.622, 2.001, -1.852], [0.152, 0.190, 0.615], [0.051, 0.076, 0.561], [0.026, 0.002, -0.007], [0.130, -0.229, 0.076], [-0.102, 0.012, -0.066], [0.020, 0.062, 0.064], [0.074, -0.162, -0.132], [-0.055, -0.034, 0.027], [0.001, 0.039, -0.011], [-0.084, -0.134, -0.093], [0.046, 0.027, 0.019], [0.040, 0.016, 0.007], [-0.141, -0.031, -0.043], [0.030, -0.023, 0.021], [0.351, -2.203, 1.869], [-0.127, -0.069, -0.047], [0.018, 0.030, -0.003], [0.135, 0.007, 0.140], [0.077, 0.663, -0.074], [-0.014, -0.046, -0.045], [0.058, 0.062, -0.042]], "lowdin_charge": [-0.121, 0.068, 0.102, -0.589, -0.041, -0.033, -0.206, -0.273, -0.120, 0.082, 0.077, 0.101, 0.065, 0.082, 0.073, 0.058, 0.084, 0.055, 0.117, 0.085, 0.065, 0.036, 0.075, 0.074, 0.087]}

- Number 2 is which compound?
  C3H7OS